(1)
A 3-piece molecular cluster, C5H14NO3S overall in a non-equilibrium geometry, computed with ωB97M-V/def2-TZVPD.

Geometry as XYZ:
```
24
Properties=species:S:1:pos:R:3
O -0.8057 0.4278 -1.4240
C -1.3480 -0.3050 -0.6308
N -0.7427 -0.6445 0.5381
C 0.5981 0.0412 0.7279
C 1.5042 -1.1557 0.3424
S 3.3738 -1.0223 0.5950
C 0.7545 0.6253 2.1603
C -2.7379 -0.9416 -0.8778
H -1.0609 -1.2612 1.2028
H 0.7718 0.9803 0.1528
H 1.3762 -1.4071 -0.7636
H 1.2238 -1.9857 0.8651
H 1.8380 0.8416 2.2141
H 0.5668 -0.1888 2.9229
H 0.1488 1.5078 2.3516
H -2.9990 -0.8972 -1.9311
H -2.8190 -1.9568 -0.6617
H -3.2642 -0.2619 -0.2802
H 3.0788 -0.3764 -1.9191
H 1.7920 0.0342 -2.5481
O 2.5983 -0.2846 -2.7767
H -1.0620 3.3049 0.2786
H -1.0985 2.1640 -0.4478
O -1.6873 2.7615 -0.0905
```

Computed properties:
* 2S+1: 1
* relative energy (zero: lowest compared OMol25 entry of this formula, charge and spin): 1.310 eV
* total charge: -1
* HOMO energy: -0.1092 Ha

Atom charges from the natural (NBO) analysis, given in e for atoms 1 to 4: -0.676 0.702 -0.625 -0.064

=====

(2)
An isolated ion of composition C11H18N3O5S and charge -1 in a non-equilibrium geometry, computed with ωB97M-V/def2-TZVPD.

Geometry as XYZ:
```
38
Properties=species:S:1:pos:R:3
C 3.8046 1.6218 2.3948
N 2.4037 1.1905 2.0834
C 1.8971 -0.0260 2.3616
O 2.5210 -0.8509 3.0033
C 0.4303 -0.3500 1.7491
C -0.7088 -0.6885 2.7093
S -0.7885 -2.5164 3.2157
N 0.4230 -1.3805 0.8373
C -0.1558 -1.5935 -0.3844
O -0.0879 -2.7246 -0.8769
C -0.6313 -0.3363 -1.1711
C 0.5931 0.3122 -1.8612
C 0.5030 1.8121 -2.3413
C 0.6529 2.8356 -1.1766
O 0.3580 3.9606 -1.4518
O 0.9750 2.4168 -0.0635
N -1.7695 -0.6379 -2.0277
C -2.8851 -1.1159 -1.5252
C -3.8476 -1.3681 -2.5675
O -3.2188 -1.2468 -0.3419
H 4.2031 1.0296 3.2622
H 4.4354 1.3134 1.5928
H 3.8035 2.6730 2.6158
H 1.8424 1.7523 1.3897
H 0.1929 0.5389 1.1998
H -1.5999 -0.5133 2.1813
H -0.7394 0.0200 3.5325
H -1.3106 -3.0648 2.1692
H 0.6552 -2.3005 1.1844
H -1.1356 0.3636 -0.4660
H 0.9077 -0.3647 -2.7004
H 1.3777 0.2428 -1.0946
H -0.5053 2.0121 -2.8079
H 1.1390 2.1286 -3.2912
H -1.5340 -0.7908 -3.0086
H -3.3576 -1.7363 -3.4399
H -4.4502 -2.2240 -2.2983
H -4.3927 -0.3943 -2.5859
```

Computed properties:
* 2S+1: 1
* SMILES: CNC(=O)[C@H](CS)NC(=O)[C@@H](CCC(=O)[O-])NC(C)=O
* relative energy (zero: lowest compared OMol25 entry of this formula, charge and spin): 1.496 eV
* total charge: -1
* HOMO energy: -0.1912 Ha

Atom charges from the natural (NBO) analysis, given in e for atoms 1 to 4: -0.415 -0.641 0.675 -0.665

=====

(3)
C52H49ClCrN2O3P2S as an isolated structure in a non-equilibrium geometry, computed with ωB97M-V/def2-TZVPD.

Geometry as XYZ:
```
111
Properties=species:S:1:pos:R:3
Cr 0.3032 -0.3354 -1.5906
O 1.5789 -1.8858 -0.8349
P 1.5958 -2.6179 0.4627
C -0.0968 -3.0172 1.0286
P -0.8198 -1.2233 1.0783
O -1.2466 -0.6633 -0.2579
C -1.5773 -0.2926 2.4984
C -1.0847 -0.5692 3.7600
C -1.4492 0.2328 4.8237
C -2.2912 1.3126 4.6092
C -2.7901 1.5723 3.3436
C -2.4424 0.7566 2.2778
C -2.5452 -2.3705 1.2829
C -3.0217 -2.8440 2.4840
C -4.1258 -3.6853 2.4920
C -4.7219 -4.0625 1.3029
C -4.2106 -3.6040 0.1030
C -3.1131 -2.7579 0.0900
C 2.3649 -4.2536 0.1187
C 1.6341 -5.3558 -0.3048
C 2.2690 -6.5549 -0.5798
C 3.6441 -6.6558 -0.4516
C 4.3859 -5.5500 -0.0712
C 3.7476 -4.3564 0.2150
C 2.7026 -1.8986 1.7129
C 2.6116 -2.1603 3.0712
C 3.4292 -1.4766 3.9545
C 4.3430 -0.5465 3.4840
C 4.4491 -0.3023 2.1238
C 3.6306 -0.9810 1.2407
H -0.1232 -3.4924 2.0080
H -0.5899 -3.6539 0.2957
H -0.3867 -1.3853 3.8833
H -1.0600 0.0270 5.8109
H -2.5389 1.9692 5.4302
H -3.4406 2.4213 3.1848
H -2.8171 0.9415 1.2820
H -2.5660 -2.5603 3.4205
H -4.5149 -4.0408 3.4352
H -5.5828 -4.7135 1.3138
H -4.6571 -3.9062 -0.8314
H -2.7109 -2.4093 -0.8477
H 0.5610 -5.2915 -0.4184
H 1.6901 -7.4122 -0.8952
H 4.1354 -7.5956 -0.6523
H 5.4620 -5.6201 0.0028
H 4.3219 -3.4941 0.5238
H 1.9049 -2.8919 3.4390
H 3.3469 -1.6610 5.0168
H 4.9745 -0.0090 4.1765
H 5.1597 0.4205 1.7483
H 3.6800 -0.8001 0.1753
C -4.9314 1.3493 -2.5809
C -3.7427 1.3709 -1.6162
C -2.7637 2.4848 -1.8929
C -3.1932 3.7846 -1.6567
C -2.3562 4.8665 -1.8468
C -1.0598 4.6492 -2.2743
C -0.5867 3.3661 -2.5256
C 0.8163 3.1850 -3.0262
C 0.8894 3.0948 -4.5510
C -1.4386 2.2698 -2.3179
N -1.0014 0.9503 -2.5603
C -1.7039 0.2969 -3.4463
C -1.5497 -1.0846 -3.5620
C -2.2452 -2.0910 -4.2502
C -1.6920 -3.2898 -3.8320
C -0.6841 -2.9736 -2.9142
N -0.6132 -1.6573 -2.7435
H -5.6026 0.5394 -2.3044
H -4.6147 1.1991 -3.6104
H -5.4837 2.2848 -2.5347
H -3.2385 0.4051 -1.6363
H -4.1328 1.5120 -0.6033
H -4.2081 3.9424 -1.3204
H -2.7026 5.8708 -1.6500
H -0.3899 5.4845 -2.4174
H 1.2480 2.2651 -2.6312
H 1.4256 4.0273 -2.6910
H 0.3980 2.1878 -4.8877
H 1.9338 3.0413 -4.8475
H 0.4282 3.9636 -5.0210
H -2.4254 0.8195 -4.0682
H -3.0620 -1.9449 -4.9287
H -1.9735 -4.2698 -4.1623
H -0.0102 -3.6414 -2.4057
Cl 1.8635 -0.0752 -3.1282
O 0.5845 -0.6609 1.3863
S 1.5533 1.2571 0.0718
C 0.7039 2.2554 1.2920
C -0.1928 3.2303 0.8900
C -0.7548 4.0713 1.8332
C -0.4233 3.9383 3.1702
C 0.4569 2.9454 3.5669
C 1.0184 2.0944 2.6312
C 2.8032 2.4281 -0.4587
C 2.9232 3.7140 0.0501
C 3.9870 4.5083 -0.3436
C 4.9257 4.0373 -1.2445
C 4.7929 2.7578 -1.7614
C 3.7432 1.9528 -1.3657
H -0.4239 3.3439 -0.1553
H -1.4275 4.8515 1.5132
H -0.8463 4.6069 3.9045
H 0.7298 2.8484 4.6070
H 1.6980 1.3089 2.9241
H 2.1921 4.1086 0.7376
H 4.0687 5.5132 0.0450
H 5.7610 4.6589 -1.5360
H 5.4979 2.3817 -2.4888
H 3.6304 0.9686 -1.7927
```

Computed properties:
* 2S+1: 5
* total charge: 0
* HOMO energy (spin up / spin down): -0.2840 / -0.2854 Ha

Atom charges from the natural (NBO) analysis, given in e for atoms 1 to 4: 1.298 -1.127 2.016 -1.055

=====

(4)
One molecule with the formula C3H4O2S2 in a non-equilibrium geometry, computed with ωB97M-V/def2-TZVPD.

Geometry as XYZ:
```
11
Properties=species:S:1:pos:R:3
C -1.1951 0.0752 -1.2011
C 0.1057 -0.0792 -1.4119
C 0.6696 -1.0785 1.3341
O 2.0459 -1.6713 -0.7659
O 2.1033 0.6650 -0.0625
S -2.0004 -0.6018 0.1886
S 1.3684 -0.5843 -0.1456
H -1.7886 0.4606 -2.0530
H 0.7715 0.4062 -1.9839
H 0.5133 -0.3511 2.0362
H 0.1559 -1.9938 1.2043
```

Computed properties:
* 2S+1: 1
* relative energy (zero: lowest compared OMol25 entry of this formula, charge and spin): 5.659 eV
* total charge: 0
* HOMO energy (spin up / spin down): -0.3416 / -0.3428 Ha

Atom charges from the natural (NBO) analysis, given in e for atoms 1 to 4: -0.394 -0.413 -0.495 -0.934

=====

(5)
C26H42As3BaClF4N3 as an isolated structure in a non-equilibrium geometry, computed with ωB97M-V/def2-TZVPD.

Geometry as XYZ:
```
80
Properties=species:S:1:pos:R:3
Ba 0.6460 0.3488 0.0100
C 2.4575 -1.1069 -2.0634
N 2.1592 -1.1272 -0.6033
C 3.3780 -1.3776 0.2081
C 1.0753 -2.1274 -0.2778
C -0.3266 -1.8782 -0.9826
N -1.1894 -0.8460 -0.3816
C -2.1240 -1.1919 0.6062
C -3.1097 -0.2555 0.9405
F -3.2175 0.8648 0.2139
C -4.0257 -0.4729 1.9502
F -4.9374 0.4765 2.1857
C -4.0253 -1.6316 2.7031
C -3.0682 -2.5655 2.3937
F -2.9842 -3.7062 3.0841
C -2.1430 -2.3500 1.3841
F -1.1817 -3.2904 1.2020
H 3.2211 -0.3597 -2.2718
H 1.5610 -0.8514 -2.6439
H 2.8193 -2.0790 -2.4062
H 3.1030 -1.5135 1.2541
H 4.0514 -0.5248 0.1343
H 3.9083 -2.2697 -0.1329
H 0.9225 -2.1569 0.8190
H 1.4295 -3.1217 -0.5524
H -0.8248 -2.8412 -1.0260
H -0.1514 -1.6139 -2.0365
H -4.7479 -1.7993 3.4900
C 3.3002 1.4089 3.6938
As 1.6856 1.3961 2.6491
C 0.7304 -0.0249 3.6295
C 0.6980 2.8817 3.4658
C 0.8825 4.2750 2.8364
C 2.3470 4.7121 2.9283
C 0.4715 4.3066 1.3308
As -0.9045 3.0418 0.6907
C -2.5050 3.7020 1.5117
C -1.1916 3.8947 -1.0520
C -0.0125 5.2989 3.5752
As -0.1897 5.5324 5.5225
C -1.1726 3.9109 6.0042
C 1.5449 5.0359 6.2701
H 3.9940 2.1600 3.3279
H 3.7750 0.4315 3.6242
H 3.0541 1.6136 4.7339
H 0.7905 0.1939 4.6936
H 1.1739 -1.0044 3.4432
H -0.3216 -0.0667 3.3390
H 0.9832 2.8761 4.5166
H -0.3560 2.5983 3.4210
H 3.0096 4.0320 2.3872
H 2.6972 4.7609 3.9595
H 2.4764 5.7015 2.4819
H 1.3515 4.0785 0.7184
H 0.1494 5.3097 1.0477
H -2.4725 4.7882 1.5527
H -2.6500 3.2980 2.5118
H -3.3454 3.3838 0.9005
H -1.4935 4.9260 -0.8830
H -1.9791 3.3697 -1.5917
H -0.2903 3.8732 -1.6581
H -1.0565 5.1521 3.2835
H 0.2535 6.2969 3.2145
H -2.0288 3.7996 5.3368
H -1.5523 4.0440 7.0162
H -0.5659 3.0061 5.9725
H 2.3002 5.7641 5.9768
H 1.8818 4.0338 6.0045
H 1.4352 5.0881 7.3533
Cl 1.2940 1.8242 -6.0694
C 1.9796 2.1843 -4.5303
C 3.2659 2.6749 -4.4232
C 3.7552 2.9442 -3.1554
C 2.9381 2.7095 -2.0624
N 1.6925 2.2358 -2.1673
C 1.2235 1.9799 -3.3911
H 3.8606 2.8467 -5.3118
H 4.7547 3.3341 -3.0171
H 3.2956 2.9231 -1.0616
H 0.2060 1.6130 -3.4814
```

Computed properties:
* 2S+1: 1
* relative energy (zero: lowest compared OMol25 entry of this formula, charge and spin): 2.968 eV
* total charge: +1
* HOMO energy: -0.3673 Ha

Atom charges from the Löwdin analysis, given in e for atoms 1 to 4: 1.741 -0.076 -0.645 -0.070

=====

(6)
C24H44Cl3IrN2O4Si as an isolated structure in a non-equilibrium geometry, computed with ωB97M-V/def2-TZVPD.

Geometry as XYZ:
```
79
Properties=species:S:1:pos:R:3
C 2.1156 -1.3004 -4.3043
C 1.1930 -0.1377 -3.9939
H 1.7886 -1.8002 -5.2230
H 2.1160 -2.0194 -3.4739
H 3.1570 -0.9777 -4.4847
C 0.8167 0.7881 -4.9877
C 0.5921 0.4384 -6.4005
H 0.8126 1.8491 -4.7201
H 0.0495 -0.5183 -6.4723
H 1.5018 0.3522 -7.0245
H -0.0369 1.2244 -6.8365
Ir -0.1069 -1.0534 2.0051
Cl 2.1932 -1.0875 2.4893
Cl -0.7807 -2.9628 3.1195
C 0.9572 1.5957 1.5771
O 0.1035 0.7764 1.1138
N 0.5447 2.8021 1.9226
C -0.8340 3.1596 1.6224
C 1.4804 3.8284 2.3370
H 2.0196 1.3456 1.6309
H -1.4714 2.3064 1.8782
H -0.9433 3.3803 0.5470
H -1.1211 4.0342 2.2160
H 2.3204 3.3498 2.8667
H 0.9800 4.5392 3.0120
H 1.8862 4.3854 1.4755
H -1.8198 -1.9649 -1.9030
H -2.5776 0.8556 -2.7987
C -2.7595 -1.6449 -1.4372
C -3.2111 0.7498 -1.9115
N -2.6602 -0.2486 -1.0049
H -3.0144 -2.2926 -0.5938
C -2.2830 0.1188 0.2198
O -2.0744 -0.6726 1.1797
H -3.2718 1.7098 -1.3838
H -2.2040 1.2207 0.3378
H -3.5376 -1.6790 -2.2047
H -4.2068 0.4394 -2.2523
O 0.1881 -0.4760 -2.9551
C 1.2501 0.3224 -2.4869
C -0.1343 2.4738 -2.2321
C 1.0823 1.7646 -2.1448
H -1.0276 1.9251 -2.5264
C -0.1948 3.8282 -1.9000
H 1.9501 -0.2635 -1.8651
C 2.2230 2.4805 -1.7103
H -1.1626 4.3386 -1.9229
C 0.9570 4.5323 -1.5481
C 2.1641 3.8370 -1.4177
H 3.1467 1.9007 -1.5929
H 0.9330 5.6059 -1.3611
H 3.0570 4.3595 -1.0731
Si 0.5956 -3.9723 -0.1346
Cl 0.3821 -1.6864 -0.1307
C -1.1199 -4.5732 0.2936
C 1.7416 -4.2432 1.3176
C 1.3124 -4.6125 -1.7262
H -1.8696 -3.7829 0.4210
H -1.0251 -5.1025 1.2490
H -1.4618 -5.2837 -0.4666
H 0.5697 -4.5948 -2.5383
H 1.6055 -5.6584 -1.5230
H 2.2095 -4.0458 -2.0260
H 2.3752 -3.3794 1.5355
H 2.3700 -5.1184 1.1160
H 1.1166 -4.4371 2.1970
C -1.6234 0.3131 5.9082
C -0.3732 -0.5134 6.1714
C 0.4425 -0.2774 4.9264
O -0.5207 -0.0522 3.8373
C -1.8596 0.1524 4.4183
H -2.4724 -0.0046 6.5105
H -1.4194 1.3630 6.1346
H -0.6404 -1.5736 6.2476
H 0.1713 -0.2478 7.0800
H 1.0318 0.6464 4.9797
H 1.0816 -1.1303 4.6667
H -2.4730 -0.7378 4.2077
H -2.2926 1.0343 3.9249
```

Computed properties:
* 2S+1: 5
* relative energy (zero: lowest compared OMol25 entry of this formula, charge and spin): 0.381 eV
* total charge: 0
* HOMO energy (spin up / spin down): -0.1687 / -0.2420 Ha

Atom charges from the Löwdin analysis, given in e for atoms 1 to 4: 0.001 -0.400 0.079 0.074

=====

(7)
One molecule with the formula C2HClF4 in a non-equilibrium geometry, computed with ωB97M-V/def2-TZVPD.

Geometry as XYZ:
```
8
Properties=species:S:1:pos:R:3
F -0.5857 1.5567 0.0303
C -0.5256 0.3770 -0.4399
Cl -1.9928 -0.5137 0.2281
C 0.6369 -0.2503 0.2218
F 1.7448 0.4876 0.2919
F 0.1426 -0.4075 1.6140
F 0.9792 -1.4613 -0.4960
H -0.3994 0.2115 -1.4501
```

Computed properties:
* 2S+1: 1
* SMILES: F[C@H](Cl)C(F)(F)F
* relative energy (zero: lowest compared OMol25 entry of this formula, charge and spin): 1.448 eV
* total charge: 0
* HOMO energy: -0.4254 Ha

Atom charges from the natural (NBO) analysis, given in e for atoms 1 to 4: -0.280 0.164 -0.052 0.939

=====

(8)
C17H18BBr33O6 as an isolated structure in a non-equilibrium geometry, computed with ωB97M-V/def2-TZVPD.

Geometry as XYZ:
```
75
Properties=species:S:1:pos:R:3
C 3.8107 -1.1858 1.1785
C 2.3961 -1.6642 1.8856
O 1.5605 -0.5734 2.3923
B 0.5473 -0.1368 1.3835
O 0.9009 1.0108 0.5425
C -0.9540 -0.7821 1.2862
C -1.4919 -2.1313 1.0265
O -0.6593 -3.3220 0.6529
C -3.0979 -2.0092 1.3218
O -4.0053 -2.9604 1.6581
O -3.5246 -0.6171 1.4789
C -2.3060 0.1940 1.4028
O -2.3787 1.5128 1.1628
H 4.7171 -1.8509 1.5801
H 4.1115 -0.0763 1.3934
H 3.7974 -1.3108 -0.0077
H 2.7253 -2.3138 2.8300
H 1.7584 -2.3588 1.1594
H 0.4526 0.8993 -0.3437
H -0.9264 -3.4222 -0.3236
C -4.1373 4.3991 -0.6201
Br -4.2023 6.1776 0.1652
Br -5.8993 3.5789 -0.7014
Br -3.2614 4.4064 -2.3570
H -3.5261 3.7787 0.0436
C 1.9129 3.0907 3.4332
Br 1.3146 4.6064 2.3708
Br 2.1277 1.4883 2.3514
Br 3.5240 3.5046 4.4417
H 1.1241 2.8805 4.1630
C 5.0379 -4.0294 -1.8555
Br 6.5554 -4.1357 -0.6431
Br 3.5625 -5.1531 -1.2687
Br 4.4747 -2.1910 -2.1507
H 5.3728 -4.4203 -2.8220
C -0.6006 -5.3718 -3.2750
Br -0.3959 -6.5607 -1.7490
Br -2.1417 -5.8486 -4.3623
Br -0.6451 -3.5033 -2.7361
H 0.2866 -5.5024 -3.9033
C 7.4953 0.1917 1.0247
Br 6.9432 -1.5415 1.7140
Br 8.1191 0.0742 -0.8141
Br 6.0996 1.5309 1.2316
H 8.3461 0.5205 1.6306
C 1.0624 -4.1116 -7.3583
Br 0.7690 -5.9037 -6.6609
Br 0.0026 -2.7837 -6.4109
Br 2.9509 -3.6457 -7.3853
H 0.7185 -4.1128 -8.3979
C 0.3904 6.0190 -1.7260
Br 0.1661 6.9870 -0.0536
Br 1.0337 7.1760 -3.1513
Br 1.5144 4.4465 -1.5070
H -0.6013 5.6640 -2.0253
C -0.7116 -2.2847 5.2621
Br -0.2773 -0.4140 5.5723
Br -2.4125 -2.4898 4.3407
Br 0.7265 -3.2190 4.3439
H -0.8217 -2.7546 6.2451
C -9.0314 5.1986 -2.2484
Br -9.0963 6.9771 -1.4630
Br -10.7934 4.3784 -2.3296
Br -8.1554 5.2059 -3.9853
H -8.4202 4.5781 -1.5847
C -4.4346 -2.6126 8.4980
Br -4.3189 -4.4199 7.7876
Br -2.6894 -1.7583 8.5909
Br -5.7192 -1.5302 7.5171
H -4.8048 -2.6959 9.5251
C 1.6635 3.8942 -5.5768
Br 0.2250 5.1159 -6.0485
Br 0.9861 2.1530 -5.0352
Br 2.9836 3.7474 -6.9980
H 2.1749 4.3226 -4.7084
```

Computed properties:
* 2S+1: 1
* total charge: 0
* HOMO energy: -0.3211 Ha

Atom charges from the Löwdin analysis, given in e for atoms 1 to 4: -0.172 -0.242 -0.385 -0.540

=====

- Look up the 2S+1 of the fourth one.
  1